C30H64F12N6O10S4 | ωB97M-V/def2-TZVPD

The geometry in XYZ format:
```
126
Properties=species:S:1:pos:R:3:lowdin_charge:R:1
C 1.97035 -2.23819 -4.50578 0.06
N 1.39983 -1.96328 -3.04040 -0.31
C 0.09672 -2.83984 -2.88791 0.04
C 2.41322 -2.45072 -2.00039 0.02
C 1.03542 -0.46329 -2.94694 -0.09
C 0.61055 -0.02039 -1.53883 -0.22
O 1.80586 0.39250 -0.89839 -0.05
H 2.93908 -1.74260 -4.56934 0.11
H 1.17780 -1.87056 -5.15756 0.10
H 1.95099 -3.32460 -4.59204 0.09
H 0.35321 -3.85078 -3.20464 0.09
H -0.64955 -2.45645 -3.58376 0.11
H -0.20747 -2.73503 -1.84648 0.10
H 2.07399 -2.02855 -1.05446 0.09
H 3.36587 -1.93883 -2.13655 0.11
H 2.43003 -3.53767 -1.92066 0.10
H 0.21834 -0.36010 -3.66097 0.13
H 1.78817 0.21292 -3.35218 0.15
H -0.10144 -0.66728 -1.02627 0.13
H 0.11677 0.93936 -1.69099 0.13
H 1.68181 0.37184 0.05334 0.11
C -0.38228 -9.82465 -3.30900 0.04
N 0.90308 -10.62035 -2.93439 -0.29
C 0.61862 -11.41690 -1.65669 0.00
C 1.22610 -11.71793 -3.96470 0.02
C 2.13767 -9.68123 -2.81309 -0.08
C 1.86673 -8.52211 -1.85432 -0.22
O 1.53682 -8.97975 -0.52575 -0.12
H -0.04977 -9.20377 -4.14090 0.10
H -0.68945 -9.17397 -2.49025 0.08
H -1.28434 -10.41441 -3.47204 0.12
H 0.29329 -10.72473 -0.88006 0.05
H 1.55977 -11.79167 -1.25433 0.12
H -0.15817 -12.15638 -1.85125 0.11
H 2.22632 -12.11320 -3.78743 0.11
H 1.12387 -11.24033 -4.93914 0.10
H 0.42007 -12.44892 -3.90076 0.11
H 2.25066 -9.21390 -3.79132 0.13
H 3.07493 -10.19669 -2.60348 0.14
H 1.12029 -7.85988 -2.29293 0.10
H 2.74466 -7.90415 -1.66602 0.12
H 0.60660 -8.88218 -0.30949 -0.06
C -8.07554 -9.32260 -1.34411 -0.08
C -8.35321 -8.68458 0.04394 -0.22
C -7.03871 -8.18405 0.73234 -0.13
N -7.12918 -7.81176 2.19769 -0.19
C -8.37293 -6.97502 2.57705 0.04
C -5.74660 -7.16233 2.65116 -0.02
C -5.22012 -8.08629 3.74494 -0.18
C -5.70695 -9.41310 3.41729 -0.19
C -7.11556 -9.07592 3.09615 -0.11
H -9.01727 -9.79509 -1.62340 0.08
H -7.33374 -10.11802 -1.27243 0.08
H -7.75570 -8.62180 -2.11527 0.08
H -8.77445 -9.45885 0.68516 0.10
H -9.03121 -7.83540 -0.04167 0.11
H -6.74371 -7.32536 0.12924 0.14
H -6.29433 -8.95303 0.52577 0.13
H -8.46432 -6.12618 1.89940 0.11
H -8.19697 -6.70923 3.61940 0.11
H -9.31957 -7.50263 2.46041 0.10
H -5.95133 -6.16037 3.02833 0.13
H -5.10562 -7.18748 1.76990 0.12
H -5.72427 -7.77564 4.66005 0.13
H -4.17217 -8.11513 4.04340 0.12
H -5.65132 -10.08319 4.27518 0.14
H -5.07453 -9.83803 2.63781 0.11
H -7.66802 -8.95851 4.02840 0.14
H -7.62822 -9.84089 2.51296 0.13
C 4.41765 -4.62755 6.44651 -0.10
C 4.85633 -5.35705 5.21532 -0.21
C 3.79349 -6.35914 4.60209 -0.11
N 4.12965 -6.88566 3.22029 -0.22
C 4.07394 -5.66830 2.22674 0.04
C 3.04920 -7.92349 2.81498 -0.10
C 3.46595 -9.25050 3.43892 -0.12
C 5.05801 -9.17087 3.48797 -0.11
C 5.46577 -7.71711 3.18849 -0.06
H 3.86850 -5.26372 7.14063 0.09
H 3.87125 -3.70167 6.26677 0.07
H 5.30506 -4.30049 6.98839 0.08
H 5.71428 -5.98911 5.44448 0.10
H 5.10651 -4.58874 4.48374 0.10
H 2.83908 -5.84295 4.49843 0.10
H 3.59892 -7.20631 5.25977 0.14
H 3.92850 -5.92683 1.17788 0.09
H 5.03565 -5.16523 2.32740 0.09
H 3.27588 -5.01015 2.57030 0.11
H 3.23327 -7.98961 1.74267 0.11
H 2.05554 -7.58113 3.10399 0.14
H 3.08417 -10.16460 2.98421 0.12
H 3.10815 -9.28623 4.46790 0.11
H 5.46073 -9.80054 2.69460 0.11
H 5.40298 -9.46681 4.47869 0.12
H 5.77550 -7.54264 2.15809 0.12
H 6.17417 -7.25511 3.87611 0.12
C 0.27144 -1.87481 6.90844 -0.66
F 1.46269 -1.23637 7.00708 0.12
F -0.25555 -1.89054 8.10045 0.16
F -0.56001 -1.17228 6.15210 0.15
S 0.67356 -3.69566 6.41325 0.70
O 1.50221 -3.51735 5.20739 -0.35
O 1.38082 -4.14780 7.61468 -0.30
N -0.86480 -4.48344 6.22457 -0.27
S -0.32088 -5.65765 5.42295 0.54
O -0.20310 -5.37756 3.97607 -0.36
O 0.86567 -6.34767 5.99362 -0.36
C -1.76369 -6.97720 5.64420 -0.57
F -1.39011 -7.64905 6.75492 0.12
F -2.93714 -6.30654 5.77363 0.10
F -1.88574 -7.79225 4.58533 0.10
C -1.31479 -10.47098 2.22362 -0.59
F -2.31825 -10.72294 3.05149 0.15
F -0.47666 -9.60969 2.87274 0.11
F -0.73492 -11.60930 1.87366 0.15
S -2.08074 -9.63330 0.58027 0.72
O -2.06433 -10.72386 -0.39349 -0.32
O -3.37442 -9.17196 0.95277 -0.30
N -0.80173 -8.48409 0.19312 -0.32
S -1.43088 -7.09402 0.56661 0.61
O -2.49134 -6.72332 -0.36911 -0.32
O -1.83202 -7.09017 1.98910 -0.31
C 0.07086 -5.85772 0.30059 -0.56
F -0.28001 -4.64762 0.83869 0.11
F 1.19670 -6.29388 0.89024 0.11
F 0.44467 -5.72145 -0.98356 0.09
```

Values from the calculation:
energy above the lowest of the compared OMol25 structures with the same formula, charge and spin	0.00	kJ/mol
frontier orbital gap	7.42	eV
spin multiplicity	1
HOMO energy	-11.67	eV
E	-137492.5433	eV
molecular weight	1025.12	g/mol
charge	+2

=====

C30H64FGaN3O10 | ωB97M-V/def2-TZVPD

The geometry in XYZ format:
```
109
Properties=species:S:1:pos:R:3:lowdin_charge:R:1
C 8.06305 -5.41235 -1.56839 -0.05
C 7.67719 -4.06262 -0.91780 -0.48
C 6.26171 -4.22279 -0.28512 -0.20
Ga 4.67927 -3.63253 -1.47434 0.41
F 4.02612 -5.13120 -2.41262 -0.44
C 3.16967 -3.07602 -0.17729 -0.20
C 2.20185 -1.97214 -0.67809 -0.74
N 1.72713 -1.18582 0.49424 0.03
N 2.80558 -1.03987 -1.61557 0.04
N 0.97017 -2.61966 -1.19132 0.06
O 7.64304 -2.98391 -1.84616 -0.17
C 8.88122 -2.35477 -2.00086 -0.18
C 9.33343 -1.52478 -0.80606 -0.20
C 8.55531 -1.27407 0.29034 -0.03
C 9.02942 -0.54143 1.35524 -0.09
C 10.30562 -0.04894 1.32987 -0.12
C 11.09006 -0.28242 0.22031 -0.11
C 10.61626 -1.01327 -0.83766 -0.06
H 7.18170 -6.03060 -1.76290 0.07
H 8.64850 -5.97312 -0.82440 0.07
H 8.67464 -5.32024 -2.47345 0.07
H 8.36476 -3.89705 -0.07534 0.12
H 6.13061 -5.28892 -0.06458 0.04
H 6.24162 -3.62218 0.63640 0.03
H 5.03917 -2.54354 -2.57885 -0.05
H 3.67185 -2.77006 0.75212 0.03
H 2.59794 -3.98522 0.03731 0.04
H 1.12840 -1.80835 1.02812 0.06
H 2.53656 -0.97934 1.06892 0.05
H 2.32745 -0.14614 -1.53311 0.05
H 2.70651 -1.34166 -2.57684 0.05
H 0.16993 -2.04301 -0.94690 0.05
H 1.01052 -2.73404 -2.19587 0.06
H 9.68948 -3.04948 -2.29436 0.13
H 8.78607 -1.65512 -2.84498 0.14
H 7.54019 -1.66255 0.32388 0.12
H 8.39584 -0.33764 2.21369 0.10
H 10.73598 0.52472 2.14589 0.10
H 12.10038 0.11885 0.17520 0.10
H 11.27967 -1.18917 -1.68244 0.11
C -7.09803 0.19576 -1.40462 -0.12
O -6.07572 0.04590 -0.44645 -0.20
C -5.63835 -1.30081 -0.33096 -0.20
C -4.23191 -1.36732 0.22847 -0.18
O -3.22688 -1.08242 -0.73260 -0.13
C -3.08549 0.27864 -1.11721 -0.18
C -2.45068 1.14803 -0.05321 -0.20
O -3.40302 1.51664 0.93391 -0.21
C -2.78175 1.89942 2.14192 -0.11
H -7.98427 -0.38836 -1.12847 0.09
H -7.36873 1.25046 -1.44391 0.08
H -6.74815 -0.10891 -2.39828 0.09
H -5.65915 -1.79260 -1.31057 0.13
H -6.32636 -1.82183 0.34910 0.13
H -4.04542 -2.39855 0.53768 0.13
H -4.12105 -0.74140 1.11589 0.12
H -4.03644 0.68817 -1.46475 0.11
H -2.41099 0.26083 -1.97667 0.13
H -2.07138 2.06966 -0.51639 0.13
H -1.61599 0.60591 0.40595 0.13
H -2.18826 1.07452 2.55020 0.08
H -3.56291 2.14816 2.85950 0.09
H -2.14438 2.77832 1.99303 0.09
C -2.04285 2.74588 9.15441 -0.12
O -1.68710 1.64254 8.35465 -0.20
C -2.57288 1.46264 7.26049 -0.20
C -1.90238 0.69040 6.14391 -0.18
O -1.02479 1.47697 5.34959 -0.14
C 0.21974 1.83819 5.93779 -0.18
C 1.19644 0.68704 6.05023 -0.20
O 0.88998 -0.12403 7.17381 -0.20
C 1.43781 -1.41929 7.05985 -0.11
H -3.03986 2.61017 9.59032 0.09
H -1.31355 2.82573 9.95910 0.09
H -2.01701 3.67333 8.57021 0.09
H -2.90690 2.43429 6.87718 0.13
H -3.44390 0.89819 7.62052 0.13
H -2.68358 0.35655 5.45630 0.12
H -1.40122 -0.20371 6.51863 0.12
H 0.07219 2.33698 6.89719 0.12
H 0.65133 2.57397 5.25553 0.13
H 2.21130 1.08477 6.18639 0.13
H 1.16381 0.09252 5.12983 0.13
H 1.04416 -1.93128 6.17483 0.09
H 1.14600 -1.98480 7.94354 0.09
H 2.53167 -1.37974 7.00930 0.09
C -7.14148 4.29165 -8.55867 -0.12
O -7.04138 3.96525 -7.19181 -0.20
C -7.91598 2.91062 -6.82425 -0.20
C -7.42118 2.21045 -5.57614 -0.19
O -6.36050 1.29603 -5.81508 -0.13
C -5.07829 1.85474 -6.08378 -0.18
C -4.41115 2.45553 -4.86585 -0.20
O -4.92931 3.74840 -4.59454 -0.20
C -4.70868 4.13663 -3.25588 -0.11
H -8.15250 4.63557 -8.80749 0.09
H -6.43490 5.09414 -8.76423 0.09
H -6.87867 3.43023 -9.18372 0.09
H -7.99720 2.18122 -7.63896 0.13
H -8.90614 3.34518 -6.62915 0.13
H -8.24172 1.59869 -5.19264 0.13
H -7.15874 2.92477 -4.79337 0.12
H -5.12312 2.56670 -6.90946 0.12
H -4.46704 1.01308 -6.41645 0.13
H -3.33352 2.55845 -5.05161 0.13
H -4.56619 1.79545 -4.00350 0.12
H -5.19541 3.43997 -2.56334 0.08
H -5.14718 5.12368 -3.11698 0.09
H -3.63672 4.19049 -3.03447 0.09
```

Values from the calculation:
frontier orbital gap	6.41	eV
spin multiplicity	1
HOMO energy	-4.39	eV
E	-112183.0985	eV
molecular weight	715.57	g/mol
charge	-1

=====

Question: Which of these has the lowest E?
Answer: C30H64F12N6O10S4

=====

Question: What is the formula in the second record?
Answer: C30H64FGaN3O10

=====

Question: The lowest molecular weight belongs to which entry?
Answer: C30H64FGaN3O10

=====

Question: Number 2 is which compound?
Answer: C30H64FGaN3O10